Record 1
Density functional theory data (ωB97M-V with the def2-TZVPD basis set) for C41H55N8O4Sr as an isolated structure in a non-equilibrium geometry.

Positions of all 109 atoms, in Å:
Sr1 0.58 -0.30 -0.43
C1 -3.11 -0.86 1.09
C2 -2.36 -1.96 1.58
C3 -1.68 -2.52 0.49
C4 -1.93 -1.66 -0.65
C5 -2.89 -0.67 -0.26
C6 -3.67 0.28 -1.13
C7 -5.13 -0.21 -1.16
C8 -3.62 1.71 -0.57
C9 -3.14 0.34 -2.56
C10 -1.01 -3.88 0.28
C11 -1.01 -4.26 -1.22
C12 -1.79 -4.99 0.99
C13 0.47 -3.92 0.73
C14 -2.40 -2.26 3.07
C15 -2.67 -0.96 3.86
C16 -3.57 -3.20 3.39
C17 -1.10 -2.81 3.65
H1 -3.76 -0.25 1.68
H2 -1.92 -2.03 -1.67
H3 -5.54 -0.23 -0.15
H4 -5.18 -1.22 -1.56
H5 -5.75 0.45 -1.77
H6 -3.90 1.72 0.48
H7 -4.31 2.35 -1.12
H8 -2.61 2.11 -0.68
H9 -3.16 -0.64 -3.04
H10 -2.12 0.72 -2.56
H11 -3.76 1.01 -3.15
H12 -2.02 -4.24 -1.62
H13 -0.62 -5.28 -1.32
H14 -0.37 -3.60 -1.80
H15 -2.84 -4.94 0.71
H16 -1.71 -4.91 2.06
H17 -1.41 -5.97 0.70
H18 1.11 -3.47 -0.03
H19 0.80 -4.95 0.85
H20 0.63 -3.40 1.66
H21 -3.67 -0.58 3.68
H22 -1.95 -0.19 3.61
H23 -2.59 -1.16 4.93
H24 -4.50 -2.76 3.04
H25 -3.65 -3.37 4.46
H26 -3.47 -4.17 2.90
H27 -0.26 -2.15 3.41
H28 -0.86 -3.80 3.27
H29 -1.17 -2.87 4.73
C18 3.43 0.44 3.77
C19 2.01 0.90 3.92
C20 1.64 1.48 5.12
C21 0.39 2.04 5.29
C22 -0.47 2.09 4.20
C23 -0.13 1.52 2.98
C24 -1.08 1.70 1.83
C25 1.09 0.82 2.85
N1 1.42 0.19 1.67
C26 2.10 -0.95 1.74
O1 2.09 -1.77 2.67
C27 3.00 -1.23 0.57
C28 4.19 -1.91 0.81
C29 5.09 -2.07 -0.23
C30 4.79 -1.53 -1.47
C31 3.58 -0.86 -1.62
N2 2.72 -0.75 -0.62
C32 3.26 -0.14 -2.91
O2 4.13 -0.11 -3.80
N3 2.06 0.41 -2.96
C33 1.76 1.31 -3.97
C34 0.72 1.02 -4.87
C35 0.06 -0.32 -4.80
C36 0.34 1.96 -5.82
C37 0.98 3.18 -5.91
C38 2.01 3.46 -5.03
C39 2.41 2.55 -4.07
C40 3.54 2.89 -3.15
H30 4.10 1.06 4.37
H31 3.74 0.50 2.73
H32 3.54 -0.60 4.08
H33 2.35 1.50 5.93
H34 0.09 2.45 6.25
H35 -1.43 2.57 4.31
H36 -1.94 2.28 2.15
H37 -1.42 0.73 1.45
H38 -0.58 2.24 1.02
H39 4.39 -2.29 1.81
H40 6.02 -2.61 -0.08
H41 5.45 -1.60 -2.31
H42 -0.32 -0.51 -3.79
H43 0.78 -1.11 -5.02
H44 -0.76 -0.39 -5.52
H45 -0.46 1.72 -6.51
H46 0.67 3.90 -6.65
H47 2.54 4.41 -5.10
H48 3.69 3.97 -3.09
H49 4.46 2.43 -3.51
H50 3.35 2.48 -2.15
N4 -0.33 2.88 -2.19
N5 0.06 4.09 -1.59
C41 0.99 4.20 -0.63
N6 1.18 5.41 -0.05
N7 1.65 3.10 -0.31
N8 2.76 3.10 0.43
O3 3.19 4.14 0.94
O4 3.33 2.04 0.53
H51 0.20 2.12 -1.74
H52 -0.03 2.88 -3.17
H53 -0.57 4.85 -1.78
H54 0.79 6.25 -0.45
H55 1.98 5.46 0.58

Computed properties:
* E: -64357.33817 eV
* 2S+1: 1
* LUMO energy: 2.12 eV
* total charge: -1
* max |F|: 4.61 eV Å⁻¹

***

Record 2
Density functional theory data (ωB97M-V with the def2-TZVPD basis set) for C41H58AgO9P2 as an isolated structure in a non-equilibrium geometry.

Positions of all 111 atoms, in Å:
Ag1 1.44 -0.97 -0.32
C1 -4.84 2.19 -1.38
C2 -4.40 0.74 -1.17
C3 -4.11 0.45 0.29
O1 -3.33 0.41 -2.06
P1 -1.77 0.68 -2.22
O2 -0.79 -0.17 -1.55
C4 -1.56 2.48 -1.91
P2 0.22 2.84 -1.75
O3 0.85 2.36 -0.53
O4 0.37 4.44 -1.76
C5 -0.14 5.44 -2.65
C6 -1.49 5.94 -2.15
C7 -0.18 5.00 -4.11
O5 0.80 2.33 -3.14
C8 2.12 1.71 -3.20
C9 3.03 2.63 -4.00
C10 1.97 0.34 -3.84
O6 -1.64 0.48 -3.80
C11 -2.64 0.78 -4.77
C12 -1.92 1.21 -6.04
C13 -3.52 -0.44 -5.01
H1 -5.83 2.33 -0.96
H2 -4.87 2.43 -2.44
H3 -4.16 2.88 -0.88
H4 -5.20 0.08 -1.51
H5 -3.43 1.20 0.70
H6 -3.65 -0.53 0.41
H7 -5.04 0.49 0.85
H8 -1.99 2.74 -0.95
H9 -2.04 3.04 -2.71
H10 0.58 6.26 -2.55
H11 -2.28 5.21 -2.35
H12 -1.75 6.87 -2.65
H13 -1.44 6.11 -1.08
H14 -0.87 4.17 -4.24
H15 0.80 4.67 -4.43
H16 -0.51 5.84 -4.73
H17 2.50 1.59 -2.19
H18 2.63 2.76 -5.01
H19 4.02 2.18 -4.06
H20 3.11 3.60 -3.52
H21 1.57 0.42 -4.85
H22 1.30 -0.27 -3.24
H23 2.95 -0.14 -3.86
H24 -3.26 1.61 -4.41
H25 -1.38 0.35 -6.45
H26 -1.20 2.00 -5.83
H27 -2.64 1.56 -6.77
H28 -2.91 -1.25 -5.40
H29 -4.31 -0.20 -5.73
H30 -3.96 -0.76 -4.07
C14 -0.61 -0.06 6.85
C15 -0.57 -0.87 5.58
C16 -0.27 -2.18 5.63
C17 -0.30 -3.17 4.50
C18 -0.08 -4.56 5.10
C19 -0.79 -2.01 2.71
C20 -0.78 -0.55 3.09
C21 -0.70 0.44 1.97
C22 -0.79 -0.11 4.35
C23 -1.19 -2.21 1.21
O7 -2.42 -2.30 1.00
O8 -0.26 -2.26 0.38
H31 -0.35 -0.66 7.71
H32 -1.61 0.35 7.00
H33 0.08 0.79 6.78
H34 -0.04 -2.60 6.61
H35 0.68 -4.50 5.89
H36 0.28 -5.28 4.37
H37 -1.00 -4.95 5.53
H38 -1.39 0.19 1.16
H39 0.30 0.41 1.52
H40 -0.88 1.45 2.31
H41 -0.85 0.97 4.50
C24 3.33 -0.21 -0.60
C25 4.40 0.36 -0.47
C26 5.66 1.01 -0.29
C27 6.39 0.81 0.89
C28 7.61 1.44 1.08
C29 8.13 2.28 0.11
C30 7.42 2.48 -1.07
C31 6.20 1.86 -1.27
H42 5.98 0.15 1.64
H43 8.16 1.27 2.00
H44 9.08 2.77 0.27
H45 7.83 3.13 -1.83
H46 5.65 2.02 -2.19
C32 -3.65 -4.33 3.25
C33 -2.18 -4.13 3.08
C34 -1.44 -5.04 2.43
C35 -0.04 -4.98 2.06
C36 0.40 -6.21 1.27
C37 0.81 -3.93 2.26
C38 1.93 -3.83 1.33
O9 2.58 -2.85 1.05
C39 0.51 -2.77 3.20
C40 1.75 -1.92 3.50
C41 -1.61 -2.90 3.69
H47 -3.96 -5.32 2.92
H48 -4.18 -3.58 2.65
H49 -3.94 -4.19 4.29
H50 -1.96 -5.91 2.05
H51 -0.22 -7.06 1.56
H52 1.44 -6.47 1.45
H53 0.26 -6.05 0.19
H54 2.12 -4.75 0.74
H55 2.61 -2.57 3.71
H56 1.59 -1.29 4.36
H57 2.01 -1.29 2.65
H58 -2.38 -2.36 4.25

Computed properties:
* E: -84466.28094 eV
* 2S+1: 1
* LUMO energy: 2.14 eV
* total charge: -1
* max |F|: 1.03 eV Å⁻¹

***

Record 3
Density functional theory data (ωB97M-V with the def2-TZVPD basis set) for C41H58IN2OP2RuSi4 as an isolated structure in a non-equilibrium geometry.

Positions of all 110 atoms, in Å:
Ru1 1.56 -0.28 1.07
C1 -0.36 -3.50 2.01
Si1 0.96 -2.68 3.10
C2 0.21 -3.11 4.80
C3 2.69 -3.45 2.97
C4 1.11 -0.73 2.88
Si2 -0.42 0.36 3.50
C5 -2.07 -0.51 3.00
C6 -0.23 0.25 5.42
C7 -0.70 2.22 3.43
Si3 2.69 0.43 3.21
C8 2.50 2.22 2.92
C9 3.17 0.15 5.04
C10 4.05 -0.43 2.16
C11 5.41 -0.48 2.37
C12 6.25 -0.99 1.37
C13 5.63 -1.68 0.32
C14 4.25 -1.56 0.11
N1 3.46 -0.95 1.03
H1 0.08 -4.40 1.47
H2 -0.83 -2.84 1.29
H3 -1.17 -3.96 2.70
H4 0.08 -4.19 4.92
H5 -0.73 -2.52 4.88
H6 0.79 -2.74 5.66
H7 2.97 -3.53 1.91
H8 2.60 -4.48 3.41
H9 3.51 -2.91 3.50
H10 -2.22 -1.52 3.38
H11 -2.28 -0.50 1.89
H12 -2.84 0.16 3.37
H13 -1.18 0.05 5.90
H14 0.18 1.20 5.85
H15 0.48 -0.55 5.75
H16 -1.85 2.30 3.35
H17 -0.44 2.63 2.45
H18 -0.47 2.86 4.28
H19 2.96 2.82 3.80
H20 1.42 2.52 2.95
H21 2.91 2.66 1.98
H22 2.47 0.73 5.64
H23 4.18 0.61 5.16
H24 3.13 -0.90 5.36
H25 5.77 -0.38 3.42
H26 7.31 -0.80 1.40
H27 6.28 -2.24 -0.40
H28 3.65 -1.98 -0.69
N2 0.03 0.35 -2.02
P1 0.36 -0.97 -2.78
C15 1.64 -0.84 -4.11
C16 2.95 -1.29 -4.15
C17 3.69 -1.22 -5.35
C18 3.09 -0.66 -6.47
C19 1.85 -0.13 -6.42
C20 1.12 -0.18 -5.21
C21 -1.02 -1.76 -3.51
C22 -2.27 -1.54 -2.95
C23 -3.45 -1.62 -3.74
C24 -3.28 -1.91 -5.09
C25 -2.08 -2.39 -5.62
C26 -0.96 -2.36 -4.82
P2 0.85 1.02 -0.70
C27 2.26 1.86 -1.59
C28 3.56 1.85 -1.16
C29 4.56 2.23 -2.00
C30 4.34 2.80 -3.28
C31 3.03 2.87 -3.68
C32 2.00 2.50 -2.79
C33 -0.34 2.29 -0.27
C34 -0.14 3.68 -0.41
C35 -1.19 4.54 -0.06
C36 -2.43 4.08 0.38
C37 -2.69 2.71 0.40
C38 -1.71 1.79 0.01
H29 -4.58 -0.19 1.44
H30 3.49 -1.70 -3.25
H31 4.67 -1.68 -5.35
H32 3.59 -0.74 -7.41
H33 1.38 0.16 -7.37
H34 0.12 0.30 -5.14
H35 -2.32 -1.33 -1.81
H36 -4.48 -1.49 -3.39
H37 -4.12 -1.83 -5.78
H38 -2.08 -2.84 -6.60
H39 0.03 -2.76 -5.12
H40 3.87 1.48 -0.18
H41 5.61 2.07 -1.73
H42 5.07 3.31 -3.93
H43 2.79 3.16 -4.69
H44 0.91 2.71 -3.09
H45 0.78 4.09 -0.75
H46 -1.00 5.59 0.02
H47 -3.24 4.74 0.62
H48 -3.62 2.39 0.73
H49 -1.97 0.77 -0.30
I1 1.07 -2.54 -0.96
C39 -7.22 -1.38 0.23
Si4 -6.50 0.31 -0.05
C40 -6.36 0.73 -1.84
C41 -7.44 1.77 0.65
O1 -4.93 0.36 0.63
H50 -7.94 -1.58 -0.55
H51 -7.81 -1.42 1.21
H52 -6.50 -2.20 0.20
H53 -6.89 -0.01 -2.48
H54 -5.26 0.75 -2.15
H55 -6.74 1.78 -2.06
H56 -8.51 1.63 0.36
H57 -7.16 2.75 0.23
H58 -7.41 1.80 1.75

Computed properties:
* E: -109251.75616 eV
* 2S+1: 5
* LUMO energy (alpha / beta): -2.76 / -3.61 eV
* total charge: +1
* max |F|: 3.57 eV Å⁻¹

***

Record 4
Density functional theory data (ωB97M-V with the def2-TZVPD basis set) for a 17-piece molecular cluster, C41H59Cl48F3N4O3PS2 overall in a non-equilibrium geometry.

Positions of all 161 atoms, in Å:
C1 1.88 3.45 6.51
C2 1.32 2.01 6.64
N1 0.14 1.69 5.82
C3 0.28 2.11 4.42
C4 -0.74 1.47 3.46
P1 -0.16 -0.31 2.87
N2 0.58 0.51 1.39
C5 0.59 -2.02 2.29
C6 2.12 -2.15 2.46
C7 2.85 -1.96 1.11
C8 4.25 -1.30 1.24
C9 5.30 -2.01 0.37
C10 5.34 -1.35 -0.99
O1 6.27 -1.96 -1.92
C11 7.54 -2.01 -1.43
C12 8.08 -3.38 -1.11
O2 8.21 -1.03 -1.29
C13 -1.75 -0.71 1.87
C14 -2.87 0.32 1.69
C15 -2.73 1.47 0.66
S1 -1.87 1.06 -0.90
C16 -1.33 2.67 -1.43
S2 -2.42 3.71 -2.06
N3 0.00 3.05 -1.33
C17 0.52 4.32 -1.54
C18 1.86 4.24 -1.34
N4 2.23 2.92 -1.02
C19 1.10 2.27 -1.03
C20 -0.84 -1.11 4.51
C21 0.25 -1.43 5.56
C22 0.70 -2.85 5.54
F1 -0.27 -3.80 5.46
C23 1.95 -3.27 5.60
F2 2.96 -2.61 6.16
F3 2.35 -4.43 5.07
C24 -1.01 2.24 6.47
C25 -1.47 3.67 6.30
O3 -1.62 1.54 7.24
H1 2.73 3.43 5.84
H2 2.18 3.84 7.48
H3 1.16 4.15 6.09
H4 2.12 1.28 6.48
H5 1.01 1.87 7.68
H6 1.31 1.96 4.06
H7 0.12 3.20 4.33
H8 -1.69 1.48 4.01
H9 -0.72 2.11 2.59
H10 1.11 -0.05 3.55
H11 1.56 0.67 1.60
H12 0.52 -0.09 0.57
H13 0.12 -2.85 2.82
H14 0.39 -2.23 1.23
H15 2.31 -3.18 2.75
H16 2.54 -1.52 3.25
H17 2.24 -1.41 0.40
H18 2.98 -2.96 0.68
H19 4.13 -0.25 0.94
H20 4.54 -1.38 2.28
H21 6.26 -1.96 0.91
H22 5.04 -3.06 0.26
H23 4.35 -1.46 -1.44
H24 5.52 -0.28 -0.90
H25 8.67 -3.76 -1.95
H26 8.70 -3.31 -0.22
H27 7.27 -4.07 -0.91
H28 -2.21 -1.58 2.35
H29 -1.48 -1.08 0.88
H30 -3.73 -0.24 1.31
H31 -3.25 0.74 2.62
H32 -3.75 1.72 0.36
H33 -2.34 2.39 1.07
H34 -0.06 5.18 -1.82
H35 2.62 5.01 -1.44
H36 1.09 1.21 -0.83
H37 -1.37 -2.05 4.32
H38 -1.55 -0.46 5.01
H39 -0.23 -1.30 6.54
H40 1.09 -0.74 5.56
H41 -1.05 4.33 7.06
H42 -2.54 3.67 6.45
H43 -1.28 4.10 5.32
C26 -1.35 -3.11 8.97
Cl1 -2.22 -1.58 8.90
Cl2 0.34 -2.86 9.39
Cl3 -2.13 -4.21 10.12
H44 -1.39 -3.57 7.99
C27 4.36 -2.74 -4.71
Cl4 3.59 -4.21 -4.12
Cl5 4.60 -2.83 -6.47
Cl6 3.42 -1.32 -4.29
H45 5.33 -2.66 -4.24
C28 -3.31 0.80 -4.87
Cl7 -4.32 2.25 -4.69
Cl8 -1.61 1.17 -4.61
Cl9 -3.86 -0.47 -3.78
H46 -3.42 0.45 -5.89
C29 2.03 -0.80 -8.90
Cl10 0.74 -0.87 -7.70
Cl11 1.44 -1.28 -10.49
Cl12 2.74 0.82 -8.95
H47 2.80 -1.50 -8.60
C30 -4.68 1.68 8.01
Cl13 -5.46 0.24 8.68
Cl14 -4.64 1.62 6.26
Cl15 -5.53 3.14 8.56
H48 -3.66 1.72 8.37
C31 -7.14 -2.87 -2.06
Cl16 -8.75 -2.39 -1.52
Cl17 -6.71 -2.03 -3.56
Cl18 -5.94 -2.55 -0.81
H49 -7.15 -3.93 -2.26
C32 7.93 -3.34 -9.21
Cl19 6.54 -2.26 -9.20
Cl20 7.58 -4.80 -8.28
Cl21 8.39 -3.75 -10.86
H50 8.76 -2.83 -8.74
C33 -4.88 4.74 3.34
Cl22 -4.52 5.55 4.87
Cl23 -4.76 5.88 1.99
Cl24 -3.82 3.36 3.09
H51 -5.90 4.38 3.38
C34 -9.18 2.83 8.38
Cl25 -9.93 1.37 9.05
Cl26 -9.14 2.76 6.62
Cl27 -10.03 4.27 8.93
H52 -8.16 2.87 8.75
C35 3.88 7.78 -3.45
Cl28 3.03 6.32 -2.94
Cl29 4.06 7.83 -5.21
Cl30 3.06 9.22 -2.87
H53 4.87 7.75 -3.02
C36 -4.61 -2.05 -7.79
Cl31 -5.58 -0.58 -7.67
Cl32 -2.91 -1.71 -7.44
Cl33 -5.21 -3.29 -6.70
H54 -4.68 -2.43 -8.80
C37 -13.53 0.05 9.48
Cl34 -14.86 1.19 9.66
Cl35 -13.82 -1.40 10.44
Cl36 -13.28 -0.35 7.78
H55 -12.63 0.53 9.84
C38 -6.70 -6.47 -8.92
Cl37 -6.73 -4.72 -9.20
Cl38 -6.60 -7.34 -10.45
Cl39 -5.36 -6.91 -7.86
H56 -7.62 -6.74 -8.44
C39 -4.25 7.61 -2.42
Cl40 -4.50 5.89 -2.69
Cl41 -2.58 7.94 -1.98
Cl42 -4.72 8.55 -3.84
H57 -4.88 7.91 -1.59
C40 10.23 -7.03 -11.31
Cl43 10.16 -8.62 -10.56
Cl44 11.80 -6.28 -11.04
Cl45 9.88 -7.14 -13.04
H58 9.47 -6.40 -10.85
C41 10.41 -0.41 -12.93
Cl46 10.71 -2.14 -13.09
Cl47 8.96 0.05 -13.80
Cl48 10.29 0.04 -11.23
H59 11.25 0.12 -13.36

Computed properties:
* E: -695760.85841 eV
* 2S+1: 1
* LUMO energy: 1.25 eV
* total charge: -1
* max |F|: 1.82 eV Å⁻¹